Below is C12H18I2O4RuSSc as an isolated structure in a non-equilibrium geometry, with properties calculated with ωB97M-V/def2-TZVPD.

CARTESIAN COORDINATES (ANGSTROEM)
I: 1.62 2.20 -1.90
I: -3.00 1.49 0.54
Ru: -0.46 -1.72 0.15
Sc: -0.39 1.24 -0.37
S: -1.29 -0.84 -1.89
O: 2.47 -2.30 -0.15
O: -1.03 -1.43 3.16
O: -1.62 -4.54 0.22
O: 1.75 0.20 2.01
C: 1.32 -2.18 -0.07
C: 1.59 4.21 1.85
C: -0.78 -1.51 2.04
C: -0.39 3.22 0.64
C: -0.52 -1.68 -3.47
C: 0.00 -3.06 -3.08
C: -1.69 -1.79 -4.46
C: 1.04 0.35 1.10
C: 0.55 4.40 0.75
C: 0.58 -0.78 -3.99
C: -0.25 5.68 1.01
C: -1.13 -3.49 0.15
H: 0.40 6.56 1.13
H: 0.39 -3.56 -3.98
H: -0.93 5.84 0.17
H: -1.34 -2.31 -5.38
H: -0.85 5.56 1.91
H: 2.24 5.10 1.94
H: 2.23 3.33 1.66
H: 1.07 4.51 -0.20
H: -0.80 -3.67 -2.65
H: -2.05 -0.78 -4.75
H: -0.67 2.88 1.65
H: -1.30 3.54 0.09
H: 1.02 -1.25 -4.87
H: 0.19 0.21 -4.27
H: 1.11 4.07 2.82
H: 0.82 -2.95 -2.36
H: 1.37 -0.64 -3.24
H: -2.52 -2.38 -4.02

The expectation value of S² is 8.775. For the lowest unoccupied orbital energy (alpha / beta), the calculation gives -0.6176 / -0.6689 hartree. As for the multiplicity: 6. Its total charge is +4. For the HOMO energy (alpha / beta), the calculation gives -22.805 / -23.631 eV. The value obtained for the gap between HOMO and LUMO (alpha / beta) is 6.00 / 5.43 eV.



Below is C45H41BCl6F6N8OPY as an isolated structure in a non-equilibrium geometry, with properties calculated with ωB97M-V/def2-TZVPD.

CARTESIAN COORDINATES (ANGSTROEM)
Y: 1.79 0.24 0.69
Cl: 4.88 -0.65 -0.71
Cl: 7.67 -1.23 0.50
Cl: -3.46 -6.01 -6.66
Cl: 5.81 0.06 5.40
Cl: 8.15 -0.87 3.56
Cl: 3.02 0.64 4.22
P: 0.58 2.46 2.48
F: 3.44 2.75 1.42
F: -2.92 1.37 1.12
F: -0.89 0.28 1.19
F: 3.88 2.31 -0.72
F: -2.54 -0.24 2.72
F: -2.79 -0.85 0.52
O: -2.78 -4.49 4.30
N: -1.19 4.38 -4.91
N: 0.93 -1.16 2.65
N: -1.14 4.61 2.01
N: -0.87 -2.67 3.43
N: 0.55 0.97 -1.52
N: -2.99 3.13 -4.52
N: 0.58 4.95 3.73
N: -1.35 3.51 4.19
C: -0.17 5.52 2.61
C: 0.07 -1.85 3.00
C: 0.48 2.61 -3.26
C: -2.03 -3.84 -5.74
C: -2.07 -4.72 3.08
C: -3.40 4.08 -5.43
C: -2.25 -4.59 -3.07
C: -2.72 -5.00 -5.40
C: -0.70 2.25 3.81
C: 6.59 -0.56 2.89
C: -4.61 4.33 -6.07
C: 2.65 -6.80 -0.33
C: 2.16 -5.50 -0.33
C: 1.16 1.82 -2.36
C: -1.52 -3.36 -3.35
C: -0.91 2.52 -3.31
C: 4.00 -0.08 1.78
C: -1.45 -3.05 -4.77
C: -1.54 1.62 -2.47
C: 3.96 -7.05 0.06
C: -0.46 3.49 1.33
C: 1.48 3.87 3.28
C: -1.66 -3.42 2.44
C: 2.46 -3.09 0.06
C: -1.67 3.36 -4.26
C: -3.51 6.19 -7.18
C: -1.55 -2.43 4.69
C: -0.97 -2.57 -2.37
C: 2.98 -4.43 0.05
C: -2.31 5.93 -6.55
C: 5.54 -0.15 3.70
C: -4.65 5.40 -6.94
C: 4.29 0.08 3.13
C: 4.30 -4.70 0.43
C: 4.78 -5.99 0.43
C: 2.00 -1.96 0.06
C: -2.81 -5.36 -4.06
C: -2.26 4.86 -5.66
C: -0.78 0.86 -1.59
C: 6.37 -0.72 1.53
C: -0.38 4.46 4.71
C: -2.04 4.12 3.05
C: -1.98 -3.78 5.23
C: 5.09 -0.47 1.01
C: 2.79 2.44 0.18
B: -2.32 0.12 1.38
H: 1.00 3.29 -3.92
H: -2.42 -1.80 4.52
H: 2.37 3.42 -0.12
H: -0.71 6.39 2.98
H: 2.01 -7.61 -0.64
H: -1.94 -3.56 -6.78
H: 2.04 3.49 4.13
H: -0.43 -1.66 -2.62
H: -5.49 3.72 -5.89
H: -1.04 -2.84 -1.32
H: -2.58 -3.66 6.13
H: -0.92 -2.16 -5.07
H: -0.87 -1.93 5.38
H: 2.24 1.86 -2.30
H: -0.21 1.82 4.69
H: 0.17 4.00 5.54
H: -2.74 -5.27 2.43
H: -1.21 2.84 0.88
H: -0.92 5.33 5.11
H: 1.15 -5.29 -0.66
H: -1.06 -3.58 1.54
H: 4.93 -3.87 0.72
H: -3.54 2.37 -4.16
H: -5.57 5.63 -7.45
H: -1.09 -4.37 5.48
H: -2.34 -4.90 -2.04
H: -3.59 7.02 -7.87
H: 2.21 4.27 2.58
H: 0.17 3.88 0.53
H: 4.35 -8.07 0.05
H: -2.62 1.48 -2.45
H: -1.25 0.12 -0.97
H: -3.35 -6.27 -3.79
H: -1.44 6.54 -6.72
H: -2.71 3.39 2.62
H: -1.45 1.54 3.48
H: 5.81 -6.18 0.73
H: -2.53 -2.83 2.16
H: -1.18 -5.33 3.29
H: -2.61 4.97 3.42
H: 0.54 5.84 1.84

For the lowest unoccupied orbital energy, the calculation gives 0.1217 hartree. Its total charge is -2. For the HOMO energy, the calculation gives -0.204 eV. The value obtained for the gap between HOMO and LUMO is 3.52 eV. The energy above the lowest of the compared OMol25 structures with the same formula, charge and spin comes out at 39.1 kcal per mole.



Below is an isolated ion of composition C5H11N2O and charge -1 in a non-equilibrium geometry, with properties calculated with ωB97M-V/def2-TZVPD.

CARTESIAN COORDINATES (ANGSTROEM)
O: -2.17 -0.53 -0.29
N: -0.70 0.84 2.14
N: 0.13 -1.41 -1.60
C: 1.02 -0.70 -0.88
C: -0.34 0.74 0.74
C: -1.57 0.74 -0.16
C: 2.28 -0.33 -1.27
C: 0.51 -0.52 0.53
H: -1.40 1.16 -1.16
H: -0.18 -1.33 0.75
H: 1.33 -0.64 1.25
H: 0.40 -1.43 -2.59
H: -1.36 1.54 2.40
H: 2.74 -0.76 -2.16
H: 2.91 0.29 -0.62
H: -2.32 1.35 0.36
H: -0.09 0.48 2.85
H: 0.34 1.58 0.51
H: -1.54 -1.07 -0.82

For the lowest unoccupied orbital energy, the calculation gives 0.1506 hartree. Its total charge is -1. For the HOMO energy, the calculation gives -2.031 eV. The value obtained for the gap between HOMO and LUMO is 6.13 eV. The energy above the lowest of the compared OMol25 structures with the same formula, charge and spin comes out at 0.0 kcal per mole.



Question: Which value of total charge does entry 1 give?
Answer: +4



Question: Number 3 is which compound?
Answer: C5H11N2O



Question: total charge of number 1 (C12H18I2O4RuSSc)?
Answer: +4